# 1
{
  "formula": "H39O19",
  "method": "ωB97M-V/def2-TZVPD",
  "charge": 1,
  "lumo_energy_ev": -2.7,
  "de_lowest_kj_mol": 289.6,
  "e_homo_ha": -0.493,
  "orbital_gap_ev": 10.7,
  "e_tot_ev": -39528.01723,
  "spin_multiplicity": 1,
  "symbols": ["O", "H", "H", "O", "H", "H", "O", "H", "H", "O", "H", "H", "O", "H", "H", "O", "H", "H", "O", "H", "H", "O", "H", "O", "H", "H", "O", "H", "H", "O", "H", "H", "O", "H", "H", "O", "H", "H", "O", "H", "H", "O", "H", "H", "O", "H", "H", "O", "H", "H", "O", "H", "H", "O", "H", "H", "H", "H"],
  "coordinates": [[-2.5160, 0.5340, -2.7970], [-3.3104, 1.5775, 0.6557], [-3.2455, 0.1224, -2.3029], [0.6780, 4.2691, 0.9175], [0.2842, 3.7762, 1.6441], [-2.8135, -0.3694, 2.6382], [2.0625, 1.9178, 0.5455], [-0.2400, -2.0063, 1.8979], [-4.7826, 0.6964, 0.6012], [0.5659, -0.3637, 0.2451], [-4.0492, 0.3123, 2.5941], [2.5964, 2.1454, -0.2537], [0.3102, -3.1875, -1.2076], [0.3351, -3.9326, -0.5940], [0.6478, -2.5326, -0.5442], [3.7144, 1.5922, -1.4746], [3.5756, -0.2645, -3.3750], [2.9986, 1.0405, -1.8703], [-3.7621, -0.7132, 2.4722], [2.7076, -3.1741, 1.1301], [1.2865, 4.9285, 1.2625], [-4.0429, 1.1164, 1.0835], [-4.3241, -2.1319, -0.3516], [-1.5902, -2.0305, -2.5044], [-0.6374, -2.3491, -2.4997], [-1.8312, -1.5634, -3.3205], [-0.1888, 1.9186, 2.0081], [0.4407, 0.5784, 0.1068], [1.5285, -0.4780, 0.3834], [1.9116, -3.6248, 0.8259], [1.7534, 2.8556, 0.6778], [2.1541, -4.5214, 0.5792], [-1.1883, -2.0154, 1.7679], [-1.4913, -2.1935, 0.8764], [0.7624, 1.9147, 1.9902], [-2.0872, 1.4962, 3.4357], [-0.3381, 1.0377, 1.6157], [3.8400, 2.2684, -2.1624], [-3.7780, -1.4016, -0.0390], [-2.9186, -1.3358, -0.4806], [4.9134, 0.0365, -2.3321], [1.6839, -1.0151, 3.6904], [2.1930, -0.5680, 2.9911], [-3.7327, -0.8375, 1.4172], [3.2245, -0.7845, 0.6692], [-0.6659, 3.5762, -3.4062], [3.3953, 0.1582, 0.5241], [-0.0203, 3.4956, -2.6804], [-1.8111, -0.1231, -2.5924], [-0.3186, 2.8134, -2.0741], [4.2373, -0.5222, -2.7103], [-2.6894, 1.4646, 4.1953], [2.2710, -0.6886, 4.3877], [0.4862, -0.5904, -4.0999], [0.8955, -1.4637, -4.0353], [0.0939, -0.6775, -4.9827], [-1.1434, 1.2893, 3.5171], [3.6170, -1.3444, -0.0063]],
  "forces_ev_per_a": [[0.1716, -0.8023, 0.7487], [-0.8089, -0.0756, -0.7178], [-0.0398, 0.4674, -0.4035], [0.4301, -0.0081, -0.4100], [-0.3143, 0.3010, 0.1930], [-0.3493, -1.4304, 0.1001], [0.3897, 1.8092, -0.6401], [0.2592, -0.0607, -0.6981], [1.1729, 1.0809, -0.7057], [-0.3730, -0.4334, -0.0259], [-0.2460, -2.4159, -1.0923], [0.1955, -0.9251, 0.3876], [0.5039, 0.6555, 1.4025], [-0.2308, -0.3749, -0.6284], [-0.2886, -0.1650, -1.1832], [-0.9592, 0.6477, -0.7466], [1.3029, 0.7276, 0.4217], [0.8254, 0.2872, 0.4808], [1.4602, 2.6884, 0.6169], [-0.0564, -0.2330, 0.1405], [-0.1990, 0.1448, 0.2490], [-0.7545, 0.7349, 0.5665], [0.5107, -0.1465, -0.2042], [0.3999, -0.0709, 0.0161], [-1.6895, 0.4580, 0.0553], [0.5594, -0.7558, 0.0037], [-0.2331, -0.8046, -0.0676], [0.5015, 0.0967, -0.4135], [-0.2121, 0.0853, 0.0034], [0.0566, 0.1926, 0.3158], [-0.3406, -0.6320, 0.2527], [0.3195, 0.0022, 0.1210], [-1.4847, 0.3042, 1.0685], [1.0419, -0.2159, -0.1571], [0.9074, -0.0193, 0.0728], [-1.7734, -0.4993, -0.6104], [-0.2425, 0.2354, 0.2338], [0.1296, -0.0299, 0.3564], [-0.0619, 0.6013, 0.4447], [-0.2164, -0.5646, -0.5379], [-0.5040, 0.9376, -0.8238], [1.0990, 1.0119, -0.2812], [-0.6074, -0.5102, -0.6383], [-0.3071, -0.4137, 1.2549], [-0.3778, -0.1002, 0.6505], [0.2995, -0.3214, 0.6784], [0.4017, -0.2633, -0.3003], [0.0786, 0.2792, -0.4565], [-0.1142, 0.8962, -0.0904], [-0.3455, -0.0067, -0.2305], [-0.7439, -2.6161, -0.1519], [1.2965, -0.0652, 0.2774], [-0.5155, -0.5111, 0.7603], [-0.0001, -0.5952, -0.5682], [0.2026, 0.0804, 0.3790], [-0.0247, 0.5358, 0.1242], [-0.3584, 0.2763, 0.8096], [0.2570, 0.5282, -0.4025]],
  "lowdin_charge": [-0.073, 0.096, 0.024, -0.031, 0.024, 0.123, -0.115, 0.019, 0.098, -0.070, 0.173, 0.028, -0.080, 0.045, 0.026, -0.069, 0.051, 0.073, 0.090, 0.045, 0.071, -0.052, 0.114, -0.108, 0.034, 0.031, -0.063, 0.012, -0.005, -0.038, 0.030, 0.065, -0.035, 0.015, 0.025, -0.067, 0.045, 0.095, -0.004, 0.060, 0.038, -0.057, 0.017, 0.088, -0.036, 0.050, 0.038, -0.066, -0.004, 0.011, -0.070, 0.075, 0.048, -0.050, 0.044, 0.060, 0.045, 0.065]
}

***

# 2
{
  "formula": "H39O20",
  "method": "ωB97M-V/def2-TZVPD",
  "charge": -1,
  "lumo_energy_ev": 1.7,
  "de_lowest_kj_mol": 409.1,
  "e_homo_ha": -0.250,
  "orbital_gap_ev": 8.5,
  "e_tot_ev": -41584.56213,
  "spin_multiplicity": 1,
  "symbols": ["O", "H", "O", "H", "H", "O", "H", "H", "O", "H", "H", "O", "H", "H", "O", "H", "H", "O", "H", "H", "O", "H", "H", "O", "H", "H", "O", "H", "H", "O", "H", "H", "O", "H", "H", "O", "H", "H", "O", "H", "H", "O", "H", "H", "O", "H", "H", "O", "H", "H", "O", "H", "H", "O", "H", "H", "O", "H", "H"],
  "coordinates": [[-1.2707, -3.8570, 3.8114], [4.2476, 1.2342, -0.7707], [-3.1810, -0.2513, -4.0358], [-2.6459, 0.3755, -3.5368], [-2.5229, -0.5234, -4.6829], [-1.2113, -4.1343, -2.2003], [0.5848, 0.2847, 0.6488], [-1.8445, -3.5118, -1.8366], [-1.1572, 3.2157, -3.2777], [-0.2995, 3.3606, -2.8988], [2.1744, -1.6826, 1.0191], [2.4321, -0.9013, 1.5208], [-3.6609, 1.7763, 2.4086], [-0.8307, -4.5967, -1.4506], [-4.5428, 0.2652, -0.9226], [-1.3575, -2.8894, 3.9954], [-0.3042, -3.8652, 3.7764], [2.8574, 3.9329, 2.4920], [-1.8460, -1.0497, 3.0206], [2.4215, 3.2510, 1.9128], [1.3926, 1.9130, -0.6985], [3.0924, 4.6556, 1.9073], [-0.6735, 4.5284, 2.6713], [0.2400, 0.5616, -3.4149], [0.3536, 0.4857, -2.4672], [1.0233, 0.5531, -3.9540], [3.6027, 0.5216, -0.7335], [2.7417, 1.0300, -0.7728], [0.5640, 2.3044, 2.0719], [-4.6218, 1.7304, 2.4448], [-1.0468, 2.2811, -3.4871], [-4.7720, 0.9383, 1.9133], [2.2191, 0.4800, 3.8250], [3.3406, -0.8193, 1.1922], [-5.1043, -0.4399, -1.2264], [-2.0057, 1.4230, -0.8659], [-2.9572, 1.2689, -0.7676], [0.4935, 2.2346, -0.7301], [-0.0548, -0.4090, 0.3994], [1.5781, 1.8471, 0.4796], [-0.6847, -0.7637, 1.0167], [0.5482, -1.9825, -1.7980], [1.2565, -1.4246, -2.1489], [0.5147, -1.4592, -0.9718], [1.9171, -2.4339, -3.9079], [1.2268, -2.2176, -4.5467], [1.7116, 1.2088, 3.3871], [-0.1760, 4.1420, 3.3853], [1.4581, -3.1365, -3.4331], [0.6349, 3.6433, 3.2569], [1.3720, 1.9474, 1.7272], [-4.5877, 0.9626, -1.5822], [2.1445, -0.1076, 3.0534], [3.1888, -4.7788, -0.2401], [2.7540, -4.5683, -1.0667], [2.4855, -5.1899, 0.2700], [-1.1811, -1.1704, 3.7065], [-0.3517, -1.1226, 3.2111], [-1.6794, 0.9291, -0.0983]],
  "forces_ev_per_a": [[0.5583, 0.7935, 0.1957], [0.1440, -0.1224, 0.0102], [0.2808, 0.1980, -0.1152], [-0.0796, 0.0877, 0.4747], [-0.1335, -0.3053, -0.1843], [-0.2097, -0.5400, -0.3398], [-0.3228, -0.0724, 1.0669], [0.1318, 0.1917, 0.0623], [-0.3801, -0.1928, -0.4547], [0.6958, 0.5354, 0.4970], [-0.4740, -0.0666, 0.0684], [0.5960, -0.9986, -0.6170], [0.1187, 0.4056, 0.2332], [-0.0164, 0.1343, 0.1254], [0.0741, 0.4228, 0.5599], [-0.4459, -0.6608, -0.1201], [-0.0799, -0.6048, -0.0544], [0.0423, 0.0316, -0.3198], [-0.2446, 0.0477, 0.1602], [0.1207, 0.0179, 0.6239], [0.6348, -0.4040, 0.6557], [0.0114, 0.1337, -0.0157], [0.8088, -0.3556, -0.7965], [-1.7433, 0.2220, -0.8998], [0.8200, 0.0862, 0.2174], [0.7492, -0.0238, 0.6175], [-0.3677, 0.4559, -0.0865], [0.6287, -0.6469, -0.1843], [-0.8632, 0.2730, -0.4940], [0.2671, -0.4819, -0.2494], [-0.1895, -0.2697, -0.1015], [-0.3810, 0.1185, -0.0545], [-1.1135, 0.2806, -0.3683], [-0.0434, 0.7312, 0.1488], [-0.2304, -0.3524, -0.3640], [-0.3660, -0.0515, 0.5805], [0.4207, 0.0834, -0.1616], [-0.3383, 0.0999, -0.0868], [-0.2246, -0.2969, -1.4990], [-1.3925, 0.9339, -0.6652], [0.3469, 0.3760, 0.7824], [0.7950, 1.1623, 1.1524], [0.1823, -0.6262, -1.0075], [-1.0318, -0.5943, 0.4195], [-0.0920, -0.3980, -0.8396], [0.1901, 0.3109, -0.0869], [0.8756, -0.2181, 0.5321], [-0.8947, -0.0398, 1.9176], [0.1146, 0.0569, 0.4559], [0.1934, 0.6738, -1.0077], [0.7570, -0.7600, -0.0129], [-0.3161, -0.1217, -0.2962], [0.5929, -0.2402, 0.3925], [-0.0750, -0.1464, 0.1808], [0.0031, 0.2643, -0.3411], [0.0498, -0.0413, 0.1827], [0.0087, 0.2900, -0.4171], [0.3048, 0.2276, 0.3665], [0.5320, -0.0141, -0.4388]],
  "lowdin_charge": [-0.104, 0.030, -0.061, 0.008, 0.032, -0.061, 0.028, 0.031, -0.065, 0.011, 0.050, -0.061, 0.026, 0.026, -0.040, -0.010, 0.025, -0.099, 0.053, -0.007, -0.235, 0.017, 0.030, -0.036, 0.015, 0.049, -0.095, -0.019, -0.015, -0.058, -0.016, 0.019, -0.119, 0.063, 0.048, -0.055, -0.011, -0.003, -0.056, 0.008, 0.036, -0.101, 0.019, -0.002, -0.067, 0.043, 0.000, -0.057, 0.024, -0.003, -0.277, 0.052, -0.042, -0.050, 0.021, 0.029, -0.030, 0.050, 0.011]
}

***

# 3
{
  "formula": "H3IN2",
  "method": "ωB97M-V/def2-TZVPD",
  "lumo_energy_ev": -0.1,
  "de_lowest_kj_mol": 43.8,
  "e_homo_ha": -0.312,
  "smiles": "NNI",
  "orbital_gap_ev": 8.3,
  "e_tot_ev": -11127.23688,
  "spin_multiplicity": 1,
  "symbols": ["N", "N", "I", "H", "H", "H"],
  "coordinates": [[0.1228, 0.2264, -0.3397], [0.4788, -0.8446, 0.4405], [-0.4732, -2.7271, 0.1547], [0.4133, 0.1398, -1.2964], [-0.7620, 0.8331, -0.1882], [0.2550, -0.4419, 1.5108]],
  "forces_ev_per_a": [[-1.5251, 1.6120, 0.1899], [-0.3568, 2.4888, 3.7188], [-0.4552, 0.0031, 0.0976], [-0.0792, -0.0585, -0.1337], [1.7690, -2.0075, -0.3178], [0.6472, -2.0381, -3.5548]],
  "lowdin_charge": [-0.178, -0.622, 0.498, 0.060, 0.123, 0.119]
}

***

# 4
{
  "formula": "H3N3O",
  "method": "ωB97M-V/def2-TZVPD",
  "lumo_energy_ev": [0.3, 0.3],
  "de_lowest_kj_mol": 428.8,
  "e_homo_ha": [-0.322, -0.322],
  "orbital_gap_ev": [9.1, 9.1],
  "e_tot_ev": -6560.94522,
  "spin_multiplicity": 1,
  "symbols": ["N", "N", "N", "O", "H", "H", "H"],
  "coordinates": [[0.1026, -0.6026, -0.0999], [1.0328, 0.4760, -0.1710], [-1.1227, -0.1478, -0.1208], [1.3246, 0.0236, 1.0756], [1.7579, 0.1805, -0.8530], [-1.2710, 0.8633, -0.0512], [-1.8242, -0.7929, 0.2202]],
  "forces_ev_per_a": [[0.8778, 0.2938, -0.4432], [-0.5778, 0.1276, -1.5851], [0.4098, 0.4353, 0.6783], [-0.6391, -0.5333, 0.8576], [-0.2715, -0.0766, 0.4907], [0.0766, -0.4400, -0.0404], [0.1243, 0.1932, 0.0422]],
  "lowdin_charge": [-0.054, -0.186, 0.069, -0.170, 0.108, 0.120, 0.111]
}

***

- Number 3 is which compound?
  H3IN2

***

Repeat the third record exactly.
{
  "formula": "H3IN2",
  "method": "ωB97M-V/def2-TZVPD",
  "lumo_energy_ev": -0.1,
  "de_lowest_kj_mol": 43.8,
  "e_homo_ha": -0.312,
  "smiles": "NNI",
  "orbital_gap_ev": 8.3,
  "e_tot_ev": -11127.23688,
  "spin_multiplicity": 1,
  "symbols": ["N", "N", "I", "H", "H", "H"],
  "coordinates": [[0.1228, 0.2264, -0.3397], [0.4788, -0.8446, 0.4405], [-0.4732, -2.7271, 0.1547], [0.4133, 0.1398, -1.2964], [-0.7620, 0.8331, -0.1882], [0.2550, -0.4419, 1.5108]],
  "forces_ev_per_a": [[-1.5251, 1.6120, 0.1899], [-0.3568, 2.4888, 3.7188], [-0.4552, 0.0031, 0.0976], [-0.0792, -0.0585, -0.1337], [1.7690, -2.0075, -0.3178], [0.6472, -2.0381, -3.5548]],
  "lowdin_charge": [-0.178, -0.622, 0.498, 0.060, 0.123, 0.119]
}